Arrangement A

2 unconnected molecules or ions with the total composition C4H10NO2S. Source: OMol25; level of theory: ωB97M-V with the def2-TZVPD basis set.

Values from the calculation:
Total charge = -1
LUMO level = 3.50 eV

Last column: natural (NBO) charge in e.
Positions of all 18 atoms, in Å:
O -1.857 -1.255 2.244  -0.673
C -0.847 -0.868 1.612  0.502
N -1.002 -0.273 0.390  -0.615
C 0.020 0.411 -0.404  -0.091
C 1.418 0.190 0.174  -0.546
S 2.687 0.675 -1.150  -0.716
C -0.288 1.946 -0.155  -0.629
H 0.142 -0.875 2.000  0.144
H -1.876 -0.183 -0.076  0.391
H -0.057 0.155 -1.478  0.231
H 1.591 -0.852 0.444  0.172
H 1.675 0.710 1.126  0.195
H 0.604 2.452 0.180  0.232
H -0.353 2.505 -1.214  0.204
H -1.096 2.173 0.487  0.195
H -0.948 -2.519 -1.084  0.463
H 0.421 -1.944 -1.317  0.480
O -0.233 -2.447 -1.778  -0.941

Arrangement B

2 unconnected molecules or ions with the total composition C4H10NO2S. Source: OMol25; level of theory: ωB97M-V with the def2-TZVPD basis set.

Values from the calculation:
Total charge = -1
LUMO level = 3.33 eV

Last column: natural (NBO) charge in e.
Positions of all 18 atoms, in Å:
O 1.072 -0.010 -1.730  -0.727
C 0.469 0.253 -0.679  0.686
N -0.419 -0.622 -0.174  -0.598
C -1.254 -0.741 1.074  -0.228
C -0.732 -0.090 2.331  -0.561
S -1.785 -0.586 3.777  -0.718
C 0.898 1.444 0.141  -0.720
H -0.514 -1.402 -0.810  0.388
H -2.190 -0.227 0.823  0.192
H -1.381 -1.823 1.223  0.213
H 0.245 -0.501 2.655  0.198
H -0.780 0.987 2.314  0.191
H 0.029 2.089 0.275  0.227
H 1.747 1.997 -0.257  0.228
H 1.077 1.168 1.178  0.251
H 1.694 -1.194 -4.270  0.455
H 0.773 -0.267 -3.469  0.507
O 1.052 -0.475 -4.401  -0.985

Short version: arrangement B is the most stable of them.

Arrangement A

A molecular structure, C2H6O3S2. Source: OMol25; level of theory: ωB97M-V with the def2-TZVPD basis set.

Values from the calculation:
Total charge = 0
LUMO level = 0.23 eV

Last column: natural (NBO) charge in e.
Positions of all 13 atoms, in Å:
C -0.539 0.346 -1.518  -0.623
C -0.706 -0.936 -0.651  -0.589
O 0.887 0.932 0.570  -0.908
O -1.650 0.487 1.344  -0.908
O 2.437 -0.775 1.394  -0.930
S 2.108 0.610 1.630  1.379
S -0.398 -0.149 0.991  1.465
H 0.343 0.723 -1.193  0.227
H -0.553 0.160 -2.613  0.215
H -1.482 0.899 -1.288  0.222
H 0.091 -1.581 -0.703  0.215
H -1.691 -1.371 -0.878  0.251
H 1.153 0.655 2.915  -0.018

Arrangement B

C2H6O3S2 in the gas phase. Source: OMol25; level of theory: ωB97M-V with the def2-TZVPD basis set.

Values from the calculation:
Total charge = 0
LUMO level = 0.45 eV

Last column: natural (NBO) charge in e.
Positions of all 13 atoms, in Å:
O 0.841 -0.781 1.703  -0.915
S 1.165 -0.651 0.273  2.332
O 1.339 -1.745 -0.593  -0.932
O 2.500 0.218 0.181  -0.871
C -0.063 0.478 -0.476  -0.597
C -1.370 0.591 0.377  -0.512
S -2.438 -0.908 0.277  -0.025
H 3.173 -0.240 -0.054  0.487
H -0.242 0.181 -1.311  0.194
H 0.637 1.336 -0.571  0.245
H -1.905 1.523 0.135  0.224
H -1.055 0.767 1.310  0.234
H -2.583 -0.770 -1.251  0.138

Short version: arrangement B is the most stable of them.

Arrangement A

C8H12O2S in the gas phase. Source: OMol25; level of theory: ωB97M-V with the def2-TZVPD basis set.

Values from the calculation:
Total charge = 0
LUMO level = -1.22 eV

Last column: natural (NBO) charge in e.
Positions of all 23 atoms, in Å:
C 2.252 0.494 -0.198  -0.248
C 2.614 -0.881 0.194  0.652
C 0.703 -1.440 -1.127  -0.132
C 0.228 -0.034 -0.940  -0.130
C -2.165 -0.147 -0.356  -0.599
C -0.807 1.847 0.295  -0.594
C -0.451 -0.330 1.465  -0.604
C -0.778 0.324 0.120  -0.117
O 3.557 -1.132 0.900  -0.520
O 1.780 -1.818 -0.244  -0.474
S 2.969 1.892 -0.235  0.247
H -0.072 -2.186 -0.918  0.200
H 1.063 -1.589 -2.151  0.199
H 0.189 0.569 -1.835  0.218
H -2.898 0.006 0.433  0.216
H -2.155 -1.205 -0.608  0.203
H -2.477 0.414 -1.233  0.210
H -0.934 2.344 -0.663  0.207
H -1.631 2.134 0.944  0.210
H 0.121 2.194 0.742  0.217
H -1.150 0.017 2.222  0.216
H 0.554 -0.059 1.785  0.212
H -0.513 -1.413 1.410  0.212

Arrangement B

C8H12O2S in the gas phase. Source: OMol25; level of theory: ωB97M-V with the def2-TZVPD basis set.

Values from the calculation:
Total charge = 0
LUMO level = 0.57 eV

Last column: natural (NBO) charge in e.
Positions of all 23 atoms, in Å:
C -0.720 2.704 -0.371  -0.662
C -0.729 1.257 -0.156  -0.020
C -0.930 0.470 0.954  0.083
C -0.975 -0.623 1.717  -0.341
C 0.021 -1.498 2.629  -0.551
S 1.176 -1.659 1.080  2.061
O 2.359 -0.872 1.234  -0.945
O 1.365 -3.076 0.769  -0.964
C 0.323 -1.102 -0.555  -0.567
C 0.233 0.331 -1.011  -0.254
C 0.013 0.454 -2.470  -0.606
H -0.632 3.044 0.638  0.240
H -1.476 3.247 -0.989  0.239
H 0.196 2.936 -0.816  0.221
H -1.892 -1.136 1.740  0.222
H 0.731 -1.008 3.251  0.245
H -0.293 -2.420 2.973  0.242
H -0.632 -1.652 -0.363  0.235
H 0.828 -1.771 -1.164  0.247
H 1.162 0.874 -0.643  0.229
H 0.972 0.333 -2.842  0.219
H -0.409 1.466 -2.699  0.214
H -0.692 -0.298 -2.908  0.216

Short version: arrangement A is the most stable of them.

Arrangement A

3 unconnected molecules or ions with the total composition C4H14O4. Source: OMol25; level of theory: ωB97M-V with the def2-TZVPD basis set.

Values from the calculation:
Total charge = 0
LUMO level = 0.46 eV

Last column: natural (NBO) charge in e.
Positions of all 22 atoms, in Å:
O 1.713 -0.059 -0.165  -0.754
C 1.233 -0.408 -1.489  -0.066
C -0.007 -1.288 -1.549  -0.430
C -1.316 -0.538 -1.256  -0.445
C -1.401 -0.084 0.198  -0.079
O -1.352 1.365 0.331  -0.787
H 1.132 0.547 0.299  0.477
H 1.111 0.509 -2.069  0.163
H 2.134 -0.921 -1.839  0.192
H -0.045 -1.682 -2.569  0.215
H 0.090 -2.132 -0.863  0.215
H -2.208 -1.126 -1.528  0.215
H -1.453 0.214 -2.038  0.210
H -0.471 -0.365 0.671  0.212
H -2.368 -0.379 0.599  0.186
H -1.892 1.905 -0.239  0.487
O 0.567 1.841 2.180  -0.989
H 1.017 2.595 1.749  0.477
H -0.299 1.765 1.747  0.503
O 1.173 -0.931 2.798  -0.957
H 1.654 -0.790 1.982  0.474
H 0.988 -0.036 3.050  0.482

Arrangement B

4 unconnected molecules or ions with the total composition C4H14O4. Source: OMol25; level of theory: ωB97M-V with the def2-TZVPD basis set.

Values from the calculation:
Total charge = 0
LUMO level = 0.53 eV

Last column: natural (NBO) charge in e.
Positions of all 22 atoms, in Å:
C 1.022 2.220 -0.208  -0.646
C 0.676 1.176 -1.286  -0.339
C -0.444 0.416 -1.152  0.335
C -1.165 -0.284 -2.324  -0.666
O -1.127 0.345 0.030  -0.734
H 0.073 2.284 0.482  0.201
H 1.915 2.087 0.415  0.216
H 1.098 3.224 -0.612  0.222
H 1.050 1.443 -2.289  0.213
H -2.218 0.019 -2.385  0.226
H -0.642 -0.027 -3.249  0.230
H -1.261 -1.365 -2.181  0.218
H -0.530 0.662 0.728  0.527
O 1.471 -1.123 1.072  -1.011
H 0.973 -1.965 0.841  0.516
H 2.030 -0.926 0.306  0.482
O -0.649 -2.244 0.369  -0.994
H -1.127 -1.436 0.013  0.508
H -1.328 -2.921 0.465  0.481
O 0.078 0.239 2.640  -0.955
H 1.008 0.154 2.370  0.494
H -0.202 -0.607 2.269  0.475

Short version: arrangement A is the most stable of them.